Entry 1:
The molecule C3H4N4O. Source: OMol25; level of theory: ωB97M-V with the def2-TZVPD basis set.

The geometry in XYZ format:
```
12
Properties=species:S:1:pos:R:3
N 1.365 1.190 -0.120
N 2.737 -0.680 0.328
O -2.783 -0.695 0.128
N 0.338 -0.899 -0.390
H 2.633 -1.588 0.460
H -2.438 1.393 0.418
N 0.054 1.376 0.117
C -0.652 0.046 -0.162
H 0.223 -1.846 -0.024
C -1.936 0.365 -0.030
H -3.698 -0.568 0.402
C 1.602 -0.200 -0.113
```

Computed properties:
* HOMO-LUMO gap: 8.0 eV
* DFT total energy: -11179.644 eV
* total charge: 0
* SMILES: [H]/N=C1N=N/C(=C/O)N/1

Entry 2:
The ion C4H9N4 with charge +1. Source: OMol25; level of theory: ωB97M-V with the def2-TZVPD basis set.

The geometry in XYZ format:
```
17
Properties=species:S:1:pos:R:3
H 2.305 2.036 1.058
H -0.022 -2.177 -2.568
H 3.071 0.582 0.992
N 0.109 -1.216 -0.776
C 1.150 0.409 0.335
N 1.350 -0.846 -0.424
C -0.783 1.661 1.078
H -1.303 1.157 1.841
C -0.835 -0.405 -0.366
H 0.764 -3.130 -1.304
C -0.045 -2.460 -1.428
N -0.175 0.644 0.317
H -1.532 2.282 0.498
N 2.128 1.018 0.984
H -0.964 -2.893 -1.071
H -1.951 -0.507 -0.514
H 0.043 2.328 1.342
```

Computed properties:
* HOMO-LUMO gap: 10.1 eV
* DFT total energy: -10246.749 eV
* total charge: +1
* SMILES: Cn1c[n+](C)c(N)n1

Entry 3:
A cluster of 5 separate species, C42H78N5O6S in total. Source: OMol25; level of theory: ωB97M-V with the def2-TZVPD basis set.

The geometry in XYZ format:
```
132
Properties=species:S:1:pos:R:3
C -1.000 3.762 4.435
H -5.641 -3.095 3.204
H -4.937 0.920 4.069
H 4.330 4.776 -1.527
C 5.078 -4.250 -3.748
H 2.135 5.353 -2.492
H 3.310 4.123 0.913
C -4.822 -3.012 1.178
H -5.304 -3.721 0.501
H 7.424 -1.602 -1.796
H 1.527 5.846 -0.918
C 9.329 0.023 -2.905
N 0.397 1.385 -0.769
H -6.364 -0.773 3.405
H -0.032 4.396 6.252
N -0.418 2.275 -1.261
H -10.925 -4.804 5.427
H -4.180 0.811 0.138
H -3.408 -2.327 -0.259
H 9.396 -0.670 -2.059
H 6.278 -6.609 -5.723
H -4.379 3.860 -4.738
H -3.757 -1.113 0.958
C -2.558 3.280 -2.005
C 6.739 -0.760 -1.688
H 4.546 -3.335 -4.017
H -7.921 -6.322 3.817
C 0.011 4.612 5.184
H 2.624 -1.677 1.219
O 8.221 0.892 -2.744
H -3.553 -0.936 -2.050
H 10.214 0.658 -2.856
C 2.164 5.111 -1.425
O -4.328 -0.805 3.154
H -6.816 -2.742 1.980
C 6.588 -6.639 -4.677
C 3.433 -0.967 1.254
C -2.367 1.037 -0.876
H -3.182 0.791 3.766
H -4.327 1.786 -1.279
H -4.017 -3.577 1.654
C 3.834 5.011 0.562
H -2.927 2.083 -3.732
H 3.818 6.383 -1.064
H 5.720 -1.154 -1.734
C 3.597 5.320 -0.928
C -4.170 0.577 3.363
H 0.912 4.515 2.627
C -0.156 0.290 -0.319
C 6.945 0.285 -2.771
H -5.899 -0.586 -0.199
O 6.304 -4.204 -4.450
H -0.821 2.695 4.611
C 5.353 4.722 0.800
H 4.260 -4.289 -1.751
H -4.741 5.913 -3.515
H 1.032 4.425 4.848
H 10.231 -1.345 -4.305
H -1.997 3.976 4.819
O 3.609 0.064 0.437
H 1.533 2.275 1.729
H -3.626 6.230 -1.326
H -0.322 4.407 -1.417
H 5.913 4.745 -0.139
H 5.714 -6.905 -4.080
C -9.110 -7.471 2.417
H 3.614 5.871 1.194
H -5.681 -2.046 -1.221
C -5.791 -2.524 2.285
H -8.495 -8.366 2.513
H 8.469 -1.401 -4.313
O -9.018 -5.023 2.635
H -0.107 4.070 1.270
H -9.269 -4.206 5.219
H -1.923 -0.811 0.057
C 4.759 0.662 0.902
H -4.278 1.156 2.433
S 5.514 2.055 0.195
C -4.099 5.162 -3.081
C -3.894 4.002 -3.783
H -10.611 -3.908 3.146
C 7.179 -5.303 -4.261
H -9.985 -7.599 3.055
H -0.122 1.689 2.001
H 7.327 -7.431 -4.556
H 4.761 3.138 2.177
H 8.056 -5.093 -4.873
H 0.297 3.466 -2.843
H 0.918 2.080 3.369
C -1.738 2.194 -1.376
C -3.478 5.301 -1.868
C -4.218 -1.887 0.341
O -1.055 4.026 3.039
C -4.408 -0.357 -1.690
H -5.798 -0.390 1.793
H -9.593 -5.936 5.205
C 0.237 3.543 -1.757
C -5.172 -1.248 -0.674
H 7.525 -5.339 -3.222
C -1.527 0.110 -0.347
C 5.562 3.364 1.471
H -7.435 -6.168 2.140
N 5.188 0.001 1.907
H 0.495 -0.472 0.082
C 9.330 -0.736 -4.222
H 5.750 -5.214 -1.914
H 9.299 -0.041 -5.063
C -3.855 0.881 -0.904
C 0.134 3.814 2.304
C -10.205 -4.888 3.398
C -9.984 -4.965 4.899
N -2.713 4.385 -1.296
H 5.821 -3.458 -1.887
H 2.349 2.978 -1.576
H -9.460 -7.397 1.387
H -5.102 -0.074 -2.478
H 6.226 1.094 -2.632
H 4.462 -5.083 -4.106
H 1.609 3.570 -0.088
H 6.902 -0.327 -0.700
C -5.630 -1.067 2.641
N 4.348 -1.047 2.149
H 5.801 5.488 1.433
H 6.748 -0.142 -3.761
C 0.645 2.382 2.357
C 1.634 3.696 -1.171
C -8.305 -6.239 2.794
C 5.237 -4.308 -2.238
C -3.105 3.024 -3.229
H -0.195 5.672 5.032
H -10.949 -5.624 3.076
H 6.483 3.320 2.049
```

Computed properties:
* HOMO-LUMO gap: 7.1 eV
* DFT total energy: -75379.815 eV
* total charge: +1

Entry 4:
A structure of composition C21H37HgO11. Source: OMol25; level of theory: ωB97M-V with the def2-TZVPD basis set.

The geometry in XYZ format:
```
70
Properties=species:S:1:pos:R:3
O -0.965 4.322 1.513
H 7.034 3.123 5.253
H -5.528 1.259 -5.992
O -1.071 6.182 2.975
O 4.299 -3.104 -4.303
C 6.582 3.538 4.353
H -2.112 6.600 4.558
H 5.557 -3.991 -5.706
C -3.372 6.641 2.721
O -4.642 -1.096 3.465
C 6.616 -3.608 -3.752
Hg -0.328 -0.827 0.881
O 5.429 2.727 3.949
H -5.482 -4.817 -1.382
H -3.943 5.905 3.287
O 1.559 -3.411 4.524
C 2.710 -3.591 5.343
H 3.213 -2.671 5.640
C -4.218 -0.471 -6.530
C -5.841 -0.463 3.809
C -3.205 0.286 -4.629
H -3.600 4.955 1.302
H -5.689 0.165 4.687
H 7.313 1.373 2.164
H 6.518 -2.099 -2.190
H -3.331 -4.615 -2.411
C 5.571 -3.265 -4.894
H 7.550 -3.097 -3.985
H -6.774 -2.299 4.577
C 4.478 -2.831 -2.982
H -7.915 -1.083 3.956
H -4.102 -1.536 -6.331
C -6.930 -1.529 3.821
C -2.865 5.726 1.533
C 5.985 -2.982 -2.544
H -2.666 1.124 -6.445
H 2.434 -4.161 6.230
H -2.755 -6.200 -2.112
H -4.413 -0.362 -7.597
H -6.283 -0.167 -5.672
H -1.953 -0.408 -6.216
O 4.489 1.430 2.232
C -3.305 -5.386 -1.641
C 7.503 3.244 3.207
C -2.117 6.927 3.518
H 5.680 -2.390 -5.535
O 3.494 -2.473 -2.351
O -4.614 0.293 -4.390
H -2.648 6.365 0.677
O -2.696 -4.818 -0.526
H -5.044 -6.366 -0.723
H 6.249 4.552 4.571
O -2.434 0.372 -3.690
C -1.590 5.239 2.023
H -5.204 -6.214 -2.391
H 7.560 4.251 2.793
H 6.708 2.623 1.106
C -2.908 0.110 -6.126
H -3.960 7.520 2.458
H -7.057 -1.966 2.830
H -1.879 7.991 3.508
H 6.121 -3.788 -1.823
C -4.818 -5.669 -1.530
C 6.808 2.339 2.154
C 5.411 2.074 2.696
H -6.118 0.272 3.052
C -5.279 0.256 -5.646
H 8.500 2.927 3.510
H 6.888 -4.663 -3.699
H 3.396 -4.292 4.869
```

Computed properties:
* HOMO-LUMO gap: 2.0 eV
* DFT total energy: -49062.411 eV
* total charge: -1

Entry 5:
The molecule C3H5N3OS. Source: OMol25; level of theory: ωB97M-V with the def2-TZVPD basis set.

The geometry in XYZ format:
```
13
Properties=species:S:1:pos:R:3
C 1.036 -1.128 0.470
C -0.591 2.640 -0.257
H -0.401 -2.593 -0.424
C -0.705 0.422 -0.168
H -1.744 0.430 -0.441
H 2.217 -2.637 0.820
O -0.999 -1.819 -0.529
H -1.568 2.484 -0.838
N -0.272 -0.808 0.119
S -0.004 4.131 0.066
N 0.038 1.481 0.009
N 1.312 -2.364 0.486
H 1.682 -0.241 0.688
```

Computed properties:
* HOMO-LUMO gap: 7.9 eV
* DFT total energy: -20542.246 eV
* total charge: 0
* SMILES: [H]/N=C/N(O)/C=N/C=S

Entry 6:
The molecule C18H21ClN4O5S. Source: OMol25; level of theory: ωB97M-V with the def2-TZVPD basis set.

The geometry in XYZ format:
```
50
Properties=species:S:1:pos:R:3
C 4.429 -0.715 0.914
H 1.974 2.521 -0.210
C -0.113 2.887 0.145
H 1.983 -2.278 -0.411
C -1.822 -0.210 -1.418
O 3.883 1.534 0.277
O 0.042 -0.585 2.392
H 5.979 -2.675 -0.128
N 1.585 -1.565 -1.013
H 0.104 0.345 -2.180
C 0.210 -1.393 -0.933
H -1.368 -0.291 3.882
H -0.763 -1.946 3.616
O -4.842 -2.185 -0.028
C 4.944 -2.923 0.144
C 3.503 0.490 0.751
C 3.932 -1.316 -1.365
H 4.933 -3.263 1.179
O 2.285 0.097 -2.422
H -2.161 0.969 1.996
C -0.456 -0.349 -1.576
C 2.520 -0.812 -1.667
C -2.517 -1.116 -0.642
S -4.261 -0.923 -0.381
H -2.362 0.588 -1.899
H -2.465 -2.878 0.543
H 4.642 -0.513 -1.598
H -2.185 3.014 0.655
C -0.512 -2.311 -0.165
C -1.079 -1.026 3.125
N -4.268 0.015 1.035
O -4.839 -0.149 -1.440
N 4.039 -1.795 0.011
C -1.248 1.302 1.533
H 4.124 -2.144 -2.055
C -1.877 -2.174 -0.025
C 1.099 1.029 1.041
H 4.599 -3.737 -0.491
H -4.491 0.974 0.813
H 0.006 -3.126 0.320
H 4.376 -1.089 1.941
Cl -0.140 4.315 -0.818
C 1.075 2.184 0.278
C -1.270 2.456 0.765
H 5.456 -0.370 0.716
C -0.077 0.578 1.675
H -1.930 -1.232 2.470
H -4.939 -0.357 1.690
H 2.061 -0.641 1.653
N 2.242 0.240 1.193
```

Computed properties:
* HOMO-LUMO gap: 8.6 eV
* DFT total energy: -58563.048 eV
* total charge: 0
* SMILES: COc1ccc(Cl)cc1NC(=O)CN(C)CC(=O)Nc1ccc(S(N)(=O)=O)cc1

Entry 7:
The ion C8H17N2O2 with charge +1. Source: OMol25; level of theory: ωB97M-V with the def2-TZVPD basis set.

The geometry in XYZ format:
```
29
Properties=species:S:1:pos:R:3
O -2.604 1.559 0.745
H 1.196 -0.796 -1.541
H 0.176 -2.577 0.630
C 1.103 0.487 0.245
N -1.179 -0.217 0.788
C -2.394 0.111 -1.282
H 2.952 1.363 0.862
H 2.656 -1.029 -0.793
C 2.215 0.771 1.334
H -3.023 -0.761 -0.969
H 1.314 2.409 -0.585
N -1.228 -0.568 -1.915
H -1.134 -0.182 -2.788
C 0.472 1.808 -0.202
H 1.673 -1.727 1.282
H 0.102 -2.042 2.392
H -0.263 1.596 -1.094
C 0.070 -0.504 0.715
H 2.594 -0.180 1.596
H -1.403 -1.585 -1.943
H -2.960 -0.702 1.446
O -2.089 -1.131 1.305
H 2.355 0.585 -1.421
C 0.557 -1.858 1.251
C 1.814 -0.230 -0.921
H 1.832 1.411 2.044
H -0.005 2.339 0.576
C -2.031 0.716 0.106
H -2.765 0.936 -1.863
```

Computed properties:
* HOMO-LUMO gap: 10.2 eV
* DFT total energy: -15636.650 eV
* total charge: +1
* SMILES: C/C(=[N+](\O)C(=O)CN)C(C)(C)C

Entry 8:
A cluster of 2 separate species, C4H6FNO in total. Source: OMol25; level of theory: ωB97M-V with the def2-TZVPD basis set.

The geometry in XYZ format:
```
13
Properties=species:S:1:pos:R:3
H -1.996 1.288 -0.784
H -0.713 -0.279 -1.543
C -2.327 0.820 0.058
H -3.239 0.358 -0.163
C 3.118 -1.159 0.214
N -0.352 -0.400 -0.467
C 3.326 0.024 0.190
C -1.184 -0.001 0.461
F 3.650 1.316 0.102
O 0.628 -1.140 -0.459
H 2.608 -2.055 0.135
H -2.498 1.583 0.777
H -1.021 -0.352 1.481
```

Computed properties:
* HOMO-LUMO gap: 9.4 eV
* DFT total energy: -10494.046 eV
* total charge: 0
* SMILES: C/C=[NH+]/[O-].C#CF

Entry 9:
The ion C2H4N3 with charge +1. Source: OMol25; level of theory: ωB97M-V with the def2-TZVPD basis set.

The geometry in XYZ format:
```
9
Properties=species:S:1:pos:R:3
N 0.080 0.827 0.185
C -2.074 -0.283 0.105
N -0.923 0.216 0.051
H -2.948 0.099 -0.582
H 1.935 1.373 -0.427
H 2.831 -0.874 0.037
H -2.185 -1.253 0.656
N 1.837 -0.634 0.120
C 1.447 0.528 -0.145
```

Computed properties:
* HOMO-LUMO gap: 9.2 eV
* DFT total energy: -6597.899 eV
* total charge: +1
* SMILES: [H]/N=C/N=[N+]=C

Entry 10:
A cluster of 3 separate species, C5H6BrO3 in total. Source: OMol25; level of theory: ωB97M-V with the def2-TZVPD basis set.

The geometry in XYZ format:
```
15
Properties=species:S:1:pos:R:3
H -0.996 2.349 0.757
C 1.575 -3.995 2.272
H 3.279 1.288 1.517
C 2.865 1.286 0.637
C -1.356 0.948 -0.547
H 2.253 1.556 -1.520
O 0.470 -3.747 2.399
H -3.277 -0.280 -0.280
C 2.444 1.355 -0.490
O 2.705 -4.270 2.133
H -2.051 -0.750 -1.562
C -2.516 0.092 -1.119
O -1.843 2.059 0.184
Br -0.408 1.507 -2.376
H -3.145 0.602 -2.006
```

Computed properties:
* HOMO-LUMO gap: 4.3 eV
* DFT total energy: -81464.120 eV
* total charge: -1

Entry 11:
A structure of composition C5H11O3Yb. Source: OMol25; level of theory: ωB97M-V with the def2-TZVPD basis set.

The geometry in XYZ format:
```
20
Properties=species:S:1:pos:R:3
H -2.370 -1.047 0.835
C -2.002 -0.040 -0.873
O -0.704 0.506 -0.940
C 0.705 0.855 0.938
H -2.769 0.736 -0.877
H 0.173 0.215 1.659
H -1.085 1.975 0.492
H 1.260 1.627 1.487
C -0.247 1.506 -0.038
Yb 0.709 -1.192 -1.399
H 0.289 2.232 -0.662
H -3.056 -1.476 -2.062
C -2.065 -1.105 -1.771
H 3.456 -0.852 0.197
H 3.338 0.642 1.158
C 2.818 -0.283 0.880
O -1.030 -1.844 -2.011
H 2.577 -0.884 1.767
O 1.617 0.049 0.183
H -1.617 -1.620 1.034
```

Computed properties:
* HOMO-LUMO gap: 6.9 eV
* DFT total energy: -43025.782 eV
* total charge: +1

Entry 12:
A structure of composition C31H26F3N9O9PSW. Source: OMol25; level of theory: ωB97M-V with the def2-TZVPD basis set.

The geometry in XYZ format:
```
81
Properties=species:S:1:pos:R:3
H -1.082 -3.330 0.033
N -0.093 -1.039 -3.984
O 2.044 4.206 1.953
H -2.859 -4.052 -1.379
H -1.066 4.042 -2.815
C 1.717 3.231 1.328
N 1.960 1.704 -0.538
C -0.265 0.764 -2.308
C 2.909 3.924 -0.760
H 3.912 4.356 -2.615
C -0.544 0.650 4.733
C 0.328 2.242 3.011
H -5.805 -1.826 0.029
C -0.745 -0.648 5.167
C -2.898 -1.564 1.645
C 4.002 -3.451 1.446
O -0.909 3.082 -6.570
H -0.366 0.960 -5.714
C 3.557 0.697 2.235
N -2.991 -3.183 -0.855
C 3.205 2.322 -2.500
O 0.107 -0.029 -1.315
S 1.600 -1.829 0.140
C 4.852 -1.302 2.473
H 0.226 -2.187 2.297
H -3.231 -0.706 2.236
H 3.600 2.032 -3.459
W 0.601 0.590 0.531
H -0.523 -2.715 4.578
C 2.219 2.955 -0.051
H 5.418 0.613 3.268
C -0.613 2.476 -0.558
C -0.445 -1.685 4.267
H -4.673 -3.973 0.180
H 5.705 -1.836 2.858
F 4.170 -3.727 0.150
H -3.131 -4.084 1.068
H 2.416 0.367 -2.072
O -0.188 3.555 -0.174
C 2.816 -1.251 1.210
P -1.702 -0.961 0.316
C -0.426 1.267 -4.679
H 3.387 1.746 2.444
O 0.562 -1.364 -4.950
C 3.388 3.625 -2.023
O 0.175 3.224 3.694
C -3.004 -0.207 -0.802
C 3.900 -1.971 1.721
F 5.022 -4.014 2.098
H -1.116 -2.463 -1.523
C -0.606 2.104 -2.012
H -3.328 0.743 -0.371
N 0.115 -0.117 2.521
N -0.973 3.515 -5.443
C -3.837 -2.245 -1.703
F 2.889 -4.095 1.842
C -4.845 -1.353 0.250
H -1.080 -0.865 6.168
N 0.964 2.147 1.772
N -4.149 -1.066 -0.990
C 4.682 0.061 2.711
H 3.030 4.890 -0.295
O -1.243 4.654 -5.141
H -3.266 -2.005 -2.602
C -0.098 0.884 3.440
H -5.032 -0.421 0.783
H -2.557 -0.004 -1.780
C 2.516 1.404 -1.749
C -0.719 2.584 -4.361
C -1.649 -2.618 -0.574
H -0.675 1.504 5.379
C -0.244 0.343 -3.663
H -2.376 -2.253 2.316
H -4.755 -2.774 -1.972
O -1.132 1.578 0.284
C -0.825 3.013 -3.035
O -0.708 -1.828 -3.251
C -0.039 -1.391 2.991
C -3.748 -3.445 0.431
N -4.058 -2.233 1.097
N 2.624 0.064 1.494
```

Computed properties:
* HOMO-LUMO gap (spin up / spin down): 6.4 / 6.4 eV
* DFT total energy: -94501.157 eV
* total charge: +1